Below is the ion C4H9ClNO with charge +1, with properties calculated with ωB97M-V/def2-TZVPD.

Computed properties:
spin multiplicity	3
<S²>	2.007
electronic energy	-20341.830	eV
Kohn-Sham gap (alpha / beta)	7.62 / 8.69	eV
HOMO (alpha / beta)	-10.64 / -15.78	eV
net charge	+1

```
16
Properties=species:S:1:pos:R:3:forces:R:3:nbo_charge:R:1
C -2.4778 -0.9362 0.1879 -2.823 -0.215 0.333 -0.70
H 0.0999 -1.4451 -0.6142 -0.909 0.053 0.239 0.22
H -2.2389 -1.9427 -0.2172 -0.021 0.809 0.125 0.25
N 0.8738 0.5007 -0.7451 -0.237 -0.435 -0.504 -0.60
Cl -1.6681 1.7433 0.0120 -0.278 0.258 -0.139 0.14
H 3.6089 0.8506 0.8437 -0.063 0.285 -0.716 0.51
H 1.5394 0.4447 -1.5512 -1.062 -0.628 0.123 0.47
C -0.2984 -0.4314 -0.6052 7.160 -1.921 -3.744 0.08
H 1.2956 0.8912 1.2820 0.443 -0.391 -0.492 0.20
H 1.9399 -0.6878 0.6558 -0.271 0.137 -0.247 0.20
O 3.0262 0.9799 0.0666 -0.632 -0.450 0.747 -0.69
C 1.8055 0.3776 0.4306 -0.107 1.152 1.114 0.09
H 0.3221 1.3579 -0.8895 1.087 0.868 0.639 0.45
H -2.7973 -1.0827 1.2270 0.976 -0.154 0.659 0.28
H -3.5896 -0.7029 -0.0492 1.789 0.180 -0.846 0.28
C -1.4411 0.0830 -0.0340 -5.053 0.452 2.709 -0.17
```
Forces are in eV/Å.